[1]
C20H29CdClFN9O2S4 as an isolated structure at a distorted geometry, computed with ωB97M-V/def2-TZVPD.

Summary:
DFT total energy   -101866.9635 eV
Orbital gap   7.039 eV
Energy above the lowest of the compared OMol25 structures with the same formula, charge and spin   0.0 kcal/mol

Geometry as ORCA input:
```
! wB97M-V def2-TZVPD RIJCOSX def2/J DEFGRID3
* xyz -2 1
Cd 2.8060 -1.3940 -5.5574
Cl 3.6174 -2.4667 -0.2338
S 0.6781 1.2088 -5.6233
S 2.4585 2.1258 -5.7240
S 3.6594 0.8724 -4.5780
S 0.6857 -0.4865 -6.7872
F 3.8294 -3.1416 -6.0802
O -4.8584 -3.0851 -0.6721
O -2.6702 -3.1885 -0.2136
N -2.2753 -0.6390 1.0647
N 0.4905 3.4610 -2.8385
N 0.0373 5.0471 -0.1533
N -1.3298 2.0512 -3.1833
N -1.4051 3.5882 -1.4896
N 1.8385 -2.6332 -3.7117
N -2.8522 -0.4365 3.2853
N -3.6146 -2.0042 -3.1487
N -1.9346 -2.4522 2.4262
C -2.8895 0.5208 0.5428
C 3.5787 2.5939 6.4108
C -0.7448 4.4724 -0.7738
C 4.2522 3.0163 4.1602
C -0.7320 3.0022 -2.4579
C 2.3498 -2.6153 -1.4043
C 3.7535 1.1903 6.2102
C 3.7872 3.4828 5.3661
C -4.2380 0.2221 -0.1421
C -3.3124 -1.5657 -1.8226
C -4.0975 -0.2400 -1.6556
C -3.6747 -2.7003 -0.8043
C 4.4444 0.8418 5.0497
C 0.5145 -2.6800 -3.4318
C 1.0046 -2.7307 -1.0786
C 2.7273 -2.5915 -2.7102
C 4.6139 1.6834 4.0159
C 0.0997 -2.8215 -2.1387
C 3.0650 0.2334 7.0918
C -2.3926 -1.1595 2.3100
H -2.9461 -2.6971 -3.4492
H 3.3510 3.0051 7.3981
H 2.6951 0.6944 7.9699
H -4.7924 1.1660 -0.2313
H -5.1234 -0.4558 -2.0114
H -2.5599 -3.0322 3.0272
H -3.0887 1.2761 1.2361
H -2.0750 -1.3086 0.3792
H -3.6987 0.5307 -2.2962
H 3.7210 4.5059 5.4788
H -2.2254 -1.4200 -1.8235
H -0.1093 -2.7282 -4.3940
H -2.2052 1.0490 -0.1306
H 1.0813 3.9198 -2.1585
H -0.9645 -2.9643 -1.9212
H 4.3901 3.7012 3.3063
H -3.3215 0.4695 2.9855
H 0.9249 3.1513 -3.6932
H 3.5891 -0.6857 7.3195
H 2.2285 -0.1206 6.5351
H -4.7945 -0.4764 0.4583
H -2.2219 1.8575 -2.8614
H 3.7366 -2.5441 -3.0513
H 4.6406 -0.1954 4.8172
H -1.7858 -2.8405 1.4861
H -0.9222 1.5040 -3.8733
H -4.4453 -2.5131 -3.0428
H 5.0170 1.3106 3.0879
H 0.6350 -2.7407 -0.0663
*
```

[2]
C5H10O as an isolated structure, computed with ωB97M-V/def2-TZVPD.

Summary:
DFT total energy   -7390.5687 eV
Orbital gap   8.608 eV
Energy above the lowest of the compared OMol25 structures with the same formula, charge and spin   96.8 kcal/mol

Geometry as ORCA input:
```
! wB97M-V def2-TZVPD RIJCOSX def2/J DEFGRID3
* xyz 0 1
O -0.2863 1.8963 -0.1644
C -0.6330 0.9580 0.7994
C -1.0438 -0.8405 0.2958
C 1.5618 -0.2915 0.1850
C 0.2171 -0.3120 0.9036
C -1.0228 -0.8750 -1.2183
H -0.5369 -0.0312 -1.7291
H -2.0301 -0.9963 -1.6285
H 1.4880 -0.0035 -0.8680
H 0.3579 -0.6159 1.9451
H -1.6817 0.4895 0.5278
H 0.6766 1.9188 -0.2398
H 2.0078 -1.2910 0.2112
H 2.2688 0.3850 0.6839
H -0.4569 -1.7827 -1.4756
H -0.8864 1.3920 1.7718
*
```

[3]
C26H35O5STm as an isolated structure at a distorted geometry, computed with ωB97M-V/def2-TZVPD.

Summary:
DFT total energy   -78128.9052 eV
Orbital gap (alpha / beta)   6.479 / 6.481 eV

Geometry as ORCA input:
```
! wB97M-V def2-TZVPD RIJCOSX def2/J DEFGRID3
* xyz 0 3
Tm 0.1734 1.0935 -1.3039
S 1.1602 4.0599 -0.0530
O 2.0770 4.9105 -0.7511
O -0.1922 4.5156 0.1876
O -1.7199 -3.0749 -0.3189
O 0.6682 -0.0544 -2.8740
O 1.1895 2.7023 -0.7409
C -2.9349 -2.9157 -1.1233
C 3.5991 3.0557 2.9938
C 1.1122 -2.0729 0.5663
C -2.1910 -4.3175 0.2852
C -1.6944 2.3781 -0.2834
C 3.0686 3.1862 1.7209
C -2.6358 0.2872 -0.4156
C 2.8661 3.4537 4.1087
C 1.7613 3.6585 1.5745
C 1.5460 3.8603 3.9549
C -0.1215 -1.2735 -3.2160
C 0.9824 3.9484 2.6984
C 0.5630 0.9651 -3.9670
C -0.0409 0.2222 -5.1607
C -1.9549 -4.0657 1.7971
C 1.9526 -1.5019 -0.4246
C -0.3378 -1.2076 -4.7098
C 1.5043 0.1166 1.1546
C -2.5046 1.5241 -1.0992
C -1.7658 0.3021 0.7030
C -1.1966 1.5925 0.8070
C 2.2640 -0.1476 -0.0261
C -1.3692 -5.3492 -0.5369
C 0.7726 -1.0476 1.4894
C 3.5355 3.5193 5.4540
C -3.6338 -3.9796 -0.2711
H -1.0840 -1.1641 -2.6992
H -4.2304 -4.6436 -0.8718
H 4.2765 2.7085 5.5750
H -0.0398 4.2758 2.5764
H 4.6129 2.7011 3.1300
H 3.6426 2.9387 0.8420
H -3.3383 -1.9184 -1.0474
H -4.2725 -3.5380 0.5076
H 2.7908 3.4504 6.2649
H 3.0823 0.4685 -0.4136
H 0.9759 4.1486 4.8302
H -1.6652 -0.5172 1.4074
H 0.0747 -1.1557 2.3237
H -3.4289 -0.4451 -0.5687
H -0.9188 -3.8765 2.0822
H 0.8895 -3.1282 0.6923
H -1.7481 -6.3562 -0.5487
H -1.6159 3.4467 -0.3888
H -0.6257 1.9590 1.6529
H -1.3870 -1.4452 -4.8681
H -2.2852 -4.8709 2.4667
H 0.6062 0.2397 -6.0429
H -0.3091 -5.3845 -0.2239
H -2.5003 -3.1756 2.1809
H -1.3204 -5.0372 -1.6111
H 0.2099 -1.9523 -5.2735
H -0.1002 1.8315 -3.6516
H 1.5513 1.0279 1.7447
H -2.7224 -3.2214 -2.1503
H 0.4475 -2.1199 -2.8448
H 4.0797 4.4779 5.5760
H 1.5521 1.3812 -4.2071
H 2.3636 -2.0255 -1.2842
H -0.9729 0.7279 -5.4277
H -3.0934 1.8483 -1.9495
*
```

[4]
One molecule with the formula C3H7NO2 at a distorted geometry, computed with ωB97M-V/def2-TZVPD.

Summary:
DFT total energy   -8808.6127 eV
Orbital gap   10.901 eV
Energy above the lowest of the compared OMol25 structures with the same formula, charge and spin   44.2 kcal/mol
SMILES string   NC(=O)CCO

Geometry as ORCA input:
```
! wB97M-V def2-TZVPD RIJCOSX def2/J DEFGRID3
* xyz 0 1
O 2.2047 -0.7056 0.4959
O -1.7508 -0.1959 0.6679
N 1.1735 1.1082 0.8108
C 1.1916 -0.0655 0.1644
C 0.1643 -0.5935 -0.7885
C -1.2205 0.0182 -0.6202
H 0.5794 1.9126 0.5945
H 0.1367 -1.6724 -0.6145
H 2.1622 0.7475 1.2004
H -1.9155 -0.4540 -1.3201
H -1.1478 0.2111 1.3056
H -1.1893 1.0924 -0.8711
H 0.5440 -0.4343 -1.8054
*
```

[5]
C32H55AlCl2N4O4Si as an isolated structure at a distorted geometry, computed with ωB97M-V/def2-TZVPD.

Summary:
DFT total energy   -87745.9131 eV
Orbital gap   3.312 eV
Energy above the lowest of the compared OMol25 structures with the same formula, charge and spin   169.7 kcal/mol

Geometry as ORCA input:
```
! wB97M-V def2-TZVPD RIJCOSX def2/J DEFGRID3
* xyz 0 1
Cl -2.4664 5.2799 0.8410
Cl -0.5068 -1.5893 1.8270
Si -1.3649 4.7594 -0.7352
Al 0.2655 -0.3284 0.3438
O -0.6349 0.5756 -0.9258
O -2.6884 0.3299 1.1695
O 1.7173 0.7759 0.9044
O 1.1087 -1.5010 -0.7772
N 3.8171 1.6197 1.3362
N 2.8150 -2.3936 -2.1026
N -1.4261 -0.0377 -2.9879
N 3.6653 -4.3231 0.6839
C -3.7135 2.4251 3.9838
C -6.4437 3.3927 -0.4968
C -5.7872 4.0984 0.5099
C -5.2523 1.3897 0.1876
C 5.2681 1.4377 1.1837
C -2.5395 3.3258 -1.3311
C 4.1914 -5.6641 0.4668
C 0.7763 -4.3815 -2.2535
C -3.0122 1.5860 3.1860
C 0.1759 -6.4636 -1.1627
C -4.4879 2.0792 1.1357
C 1.9714 -2.5759 -0.9423
C 3.4094 -1.0661 -2.2430
C -1.8959 0.7699 3.7435
C -2.1692 -1.0223 -3.7711
C 1.3723 -4.7641 0.0502
C -1.3704 6.0577 -2.0437
C 2.9656 0.6092 1.2099
C 2.2636 -4.3670 1.1893
C -3.3971 1.2796 1.8018
C 1.2978 -3.9247 -1.0509
C 0.2842 4.2449 0.0084
C -6.2618 2.0058 -0.5587
C -4.9190 3.4134 1.3816
C -3.1742 2.9956 5.2377
C 0.7645 -6.0179 0.0144
C -1.4643 -0.0959 -1.6712
C 4.5663 -3.5181 1.4882
C 0.2176 -5.6614 -2.3048
C 3.7515 -3.4725 -2.3432
C 3.3517 2.9810 1.6043
C -0.4350 0.8151 -3.6683
H -5.1253 0.3133 0.0982
H 1.1428 4.6744 -0.5173
H -4.6584 3.9082 2.3109
H -2.1913 2.6964 -2.1591
H -0.9009 1.2159 3.6349
H 0.4392 3.1604 0.0641
H 5.2265 -5.5894 0.1203
H 0.7949 -6.6322 0.9174
H -3.2474 -0.9010 -3.6449
H 4.5257 -3.7993 2.5546
H -0.6467 0.7436 -4.7393
H -2.0984 3.1991 5.1236
H -1.7512 5.5765 -2.9563
H -3.6840 3.9324 5.4929
H 0.8684 -3.7622 -3.1457
H 2.7093 -2.5721 -0.1249
H 3.1987 -4.4077 -2.5001
H -7.1470 3.9071 -1.1512
H -1.8471 -0.1932 3.2326
H -0.3753 6.4724 -2.2443
H -3.7634 0.1361 1.7376
H 2.1845 -5.0952 2.0159
H -2.2341 -0.7083 -1.1849
H -1.9165 -2.0502 -3.4867
H 5.7058 0.7641 1.9339
H -2.0043 0.5536 4.8103
H -0.1880 -6.0270 -3.2434
H 4.4517 -3.6404 -1.4986
H 2.6125 -0.3084 -2.2418
H -6.8965 1.4064 -1.2151
H 5.5854 -3.6635 1.1084
H 4.1839 -6.2650 1.3916
H 5.4906 1.0212 0.1941
H 4.1377 -0.8255 -1.4368
H -0.5386 1.8545 -3.3264
H 4.1671 3.5500 2.0591
H 3.3911 -0.3999 1.3493
H -3.5156 3.7478 -1.6276
H 4.2970 -2.4584 1.3845
H -5.9478 5.1788 0.6334
H 4.3116 -3.2448 -3.2600
H -2.7571 2.6563 -0.4839
H -1.9231 -0.8859 -4.8195
H 0.5860 0.4548 -3.4639
H -3.3038 2.3041 6.0810
H 3.0752 3.4746 0.6695
H -2.0537 6.8656 -1.7466
H 3.9427 -1.0515 -3.2099
H 2.4932 2.9850 2.2777
H -0.3162 -7.4359 -1.1875
H -4.7490 2.6238 3.7385
H 0.3098 4.6310 1.0365
H 3.6155 -6.2010 -0.2942
H 1.9622 -3.3809 1.5682
H 5.7654 2.4121 1.2523
*
```

[6]
C26H34BIrN6O4S as an isolated structure at a distorted geometry, computed with ωB97M-V/def2-TZVPD.

Summary:
DFT total energy   -58968.7670 eV
Orbital gap (alpha / beta)   7.466 / 3.148 eV
Energy above the lowest of the compared OMol25 structures with the same formula, charge and spin   50.1 kcal/mol

Geometry as ORCA input:
```
! wB97M-V def2-TZVPD RIJCOSX def2/J DEFGRID3
* xyz 3 6
Ir 0.0723 -0.9796 0.4550
S -3.7456 -6.3327 2.3924
O 2.2536 -2.8110 -0.9744
O 2.6317 -2.5359 1.2628
O -0.8250 -0.0163 2.1620
O -2.5676 1.3669 2.4552
N -6.9645 3.1863 0.8896
N -7.0401 4.5958 -0.9326
N -7.8289 -4.7375 3.4291
N -5.0100 3.9888 -0.0267
N 0.3359 1.4154 0.3539
N -1.6062 -2.6158 0.8970
C 7.6499 -6.0626 0.2738
C -5.5948 -5.1360 4.1344
C 6.6784 -5.6557 2.5488
C 3.3544 -3.4721 -0.6539
C -2.9540 -4.8521 1.8101
C -1.8664 -3.6405 0.0762
C 7.7649 -3.7759 1.2927
C 4.2178 -4.2072 -1.4684
C -4.1199 3.2539 0.8824
C -2.0236 -2.6887 2.1670
C 5.6079 -4.5661 0.5401
C -2.6874 3.7953 0.7769
C -2.5280 -4.7840 0.4871
C -7.5867 -5.2983 2.2591
C -1.4845 1.0794 1.9813
C 3.6083 -3.3077 0.7465
C -2.7098 -3.7846 2.6658
C 4.7036 -3.8436 1.3494
C -6.3332 3.9310 -0.0170
C -0.7376 2.1243 1.0720
C -1.6488 2.8788 0.1012
C -5.3396 -5.6949 2.8944
C -6.3324 -5.8123 1.9323
C 5.3274 -4.7296 -0.8616
C 6.8838 -5.0664 1.1411
C -6.8834 -4.6571 4.3530
B 1.7682 -2.1771 0.2185
H -6.4552 2.7585 1.6433
H 8.6836 -4.0629 1.8026
H -0.3116 2.8353 1.7862
H 6.0173 -5.2989 -1.4673
H -4.5679 4.5720 -0.7185
H -2.7058 -5.5965 -0.2052
H 7.0954 -6.9976 0.1656
H -7.9669 3.2074 0.9641
H 7.2575 -3.0155 1.8848
H 8.0113 -3.3608 0.3151
H 7.8779 -5.6750 -0.7189
H -4.8504 -5.0843 4.9178
H -4.1502 2.1919 0.6401
H -6.1542 -6.2852 0.9740
H -8.0450 4.5771 -0.9322
H -1.7993 -1.8409 2.8020
H -8.4049 -5.3516 1.5509
H 6.3968 -4.9022 3.2830
H -2.1215 2.1769 -0.5938
H -2.3338 4.0387 1.7761
H 7.6123 -6.1035 2.8816
H 1.1995 1.4625 0.8831
H 8.5973 -6.2972 0.7546
H 0.5121 1.8290 -0.5555
H -1.5386 -3.5391 -0.9503
H -6.5914 5.1844 -1.6129
H 4.0178 -4.3355 -2.5229
H -4.4668 3.3648 1.9100
H -0.9899 3.5185 -0.4928
H -7.1603 -4.2037 5.2965
H -2.7216 4.7409 0.2305
H -3.0130 -3.8012 3.7036
H 4.8699 -3.6985 2.4064
H 5.9095 -6.4305 2.5336
*
```

[7]
A 9-piece molecular cluster, C42H36BF4O26 overall at a distorted geometry, computed with ωB97M-V/def2-TZVPD.

Summary:
DFT total energy   -108902.8249 eV
Orbital gap   6.335 eV
Energy above the lowest of the compared OMol25 structures with the same formula, charge and spin   114.4 kcal/mol

Geometry as ORCA input:
```
! wB97M-V def2-TZVPD RIJCOSX def2/J DEFGRID3
* xyz -1 1
F 1.8410 0.1634 -0.7059
F 0.0880 -0.8096 0.3751
F -0.1730 1.3234 -0.3449
F 1.2390 0.8294 1.3411
O -0.8060 2.2374 2.6941
O -0.6020 3.7284 8.1701
O 4.8370 -6.1846 -3.1759
O -0.4130 5.2164 0.8451
O -0.0160 -5.9676 -1.1689
O 6.8360 -4.5756 -4.0249
O -0.5810 -0.4606 -6.7619
O -0.0200 -6.5806 3.4441
O -1.6370 5.3194 6.3031
O -0.0150 4.8724 -5.6469
O 3.8660 5.7824 4.0981
O 1.5210 7.2394 4.7131
O 2.8050 -2.0686 1.7431
O -3.9720 -4.0796 2.1811
O 2.2610 -2.4816 -1.3259
O 0.1400 3.0894 -3.6199
O -4.6890 -0.6396 -2.9409
O 1.8120 -6.7946 1.4841
O 0.7650 0.9794 4.4001
O 4.2980 -0.8006 -2.2629
O 0.8100 -1.7966 3.5071
O -5.1540 2.6924 -1.5069
O -1.6000 -7.8046 0.2051
O -0.7980 1.3564 -8.8729
O 1.9920 4.1094 0.1211
O -1.8580 -2.4756 1.5911
C -0.3040 2.7014 -4.9249
C -2.8240 -5.9626 1.2701
C 4.6160 -4.9616 -2.9359
C -3.7750 3.6424 -3.1789
C -0.4840 0.6844 -6.5389
C 5.5830 -2.5896 -3.0629
C 0.5500 5.3604 1.6361
C -0.2800 3.1474 -7.2719
C -4.1240 -0.7366 -2.0019
C 4.3700 -2.0256 -2.4609
C 3.4600 -2.8936 -2.0069
C 0.3380 2.1964 6.2901
C 1.6410 6.3494 3.6981
C -0.5750 1.7494 -7.6079
C 5.7790 -4.0886 -3.2939
C -0.8140 -5.6256 -0.3319
C 0.4170 6.0464 2.8971
C -2.0110 -3.6086 0.8871
C 0.9990 -2.9756 3.0711
C -1.4360 3.8314 4.5701
C 0.1590 1.8694 4.8811
C -1.7370 -6.5106 0.3761
C 2.1100 -3.1886 2.0441
C -3.0620 3.4744 -0.7369
C -4.1020 3.3434 -1.7679
C -1.2190 4.2754 5.9641
C -1.0670 -4.1606 -0.1219
C -2.9850 -4.4846 1.4581
C -2.5910 -0.9486 -1.9459
C -0.6400 2.6704 4.0011
C 3.0690 5.1194 2.0771
C 1.8390 4.7864 1.2951
C 1.6400 -5.7176 1.9161
C 2.4450 -4.6026 1.5341
C -0.0670 3.6594 -5.9539
C -0.3700 1.1954 -5.2079
C 0.5750 -5.4836 2.9101
C -4.7310 -0.8336 -0.5699
C 3.5840 -4.4016 -2.1249
C -0.4260 3.4454 6.8771
C 0.2510 -4.0296 3.4351
C 2.9420 5.7244 3.3661
B 0.8320 0.4014 0.1871
H 3.9900 4.8304 2.0241
H 7.4580 -3.9056 -4.1819
H -0.1570 3.8654 -7.9569
H 2.3000 -1.6746 -1.4379
H -2.2310 2.9514 -0.8139
H -4.5920 4.0784 -3.5389
H -5.0710 -1.8326 -0.1589
H 2.8360 -5.2576 -1.8369
H 3.3680 -4.7366 1.0211
H 2.5500 -1.2096 1.9761
H -0.3120 1.6174 2.7201
H 1.2150 3.8144 0.0571
H -3.2450 4.5734 -3.0689
H -0.5180 -3.9726 4.4241
H -0.5020 6.3024 3.1261
H -0.6950 -6.2056 3.8871
H -2.9820 4.5334 -0.6119
H 0.2510 2.3594 -2.9569
H -2.2190 0.1554 -1.7379
H 0.6910 7.6714 4.4641
H -4.2260 -0.2796 0.2311
H -2.1040 -1.0576 -3.0589
H -1.0360 -2.0746 1.1711
H 0.0030 3.2174 8.6261
H -0.2840 -3.4976 -0.5639
H -3.4980 -6.6436 1.7871
H -2.0670 -1.5606 -1.1619
H -0.7960 -8.0346 -0.1859
H -3.4390 3.1584 0.1721
H -3.1710 2.8794 -3.5799
H 6.3370 -1.7806 -3.1189
H -2.1000 4.4034 3.9961
H -0.1590 0.5554 -4.4409
H -1.0840 0.4164 -8.9819
H 0.7640 1.5354 6.9031
H -5.6260 -0.4616 -0.6459
*
```

[8]
A 2-piece molecular cluster, C4H12N2O overall at a distorted geometry, computed with ωB97M-V/def2-TZVPD.

Summary:
DFT total energy   -9368.9733 eV
Orbital gap   9.478 eV
Energy above the lowest of the compared OMol25 structures with the same formula, charge and spin   51.2 kcal/mol
SMILES string   C=CN.NCCO

Geometry as ORCA input:
```
! wB97M-V def2-TZVPD RIJCOSX def2/J DEFGRID3
* xyz 0 1
O 0.0881 -2.6943 1.2237
N 0.6202 2.5203 -1.5383
N -1.2625 0.7459 1.1854
C 0.1180 -1.2578 1.3213
C 0.6503 0.1669 -1.9529
C 1.0298 1.2325 -1.2380
C -1.1801 -0.7191 0.8127
H 0.8929 -3.0276 1.5485
H -0.4730 1.2821 0.8040
H -1.2623 -0.8695 -0.2385
H 0.8094 -0.7791 -1.4703
H 0.1495 2.6578 -2.4372
H -2.0782 1.1935 0.7727
H 1.5282 1.1891 -0.2408
H 0.2611 -0.9828 2.3766
H 1.2532 3.2956 -1.2933
H 0.0410 0.3081 -2.8527
H 0.9465 -0.8704 0.7803
H -1.9851 -1.2414 1.2728
*
```